--- one ---
{
  "formula": "C5H10NO3",
  "method": "the ωB97M-V functional and the def2-TZVPD basis",
  "charge": 1,
  "symbols": ["C", "C", "C", "C", "C", "N", "O", "O", "O", "H", "H", "H", "H", "H", "H", "H", "H", "H", "H"],
  "positions_angstrom": [[3.45, 0.70, 0.16], [-1.68, 0.86, -0.34], [-0.49, -0.03, -0.31], [-2.49, 1.39, 0.80], [2.76, -1.60, -0.46], [-1.77, -0.61, -0.71], [3.35, 1.84, 0.09], [0.15, -0.62, 0.77], [3.57, -0.48, 0.23], [-1.57, 1.58, -1.28], [-3.47, 1.15, 0.65], [-2.31, 2.57, 0.86], [-2.34, 0.85, 1.70], [2.61, -1.19, -1.53], [1.70, -1.45, -0.16], [3.44, -2.34, -0.16], [-2.37, -1.20, -0.03], [-1.98, -0.83, -1.68], [-0.56, -0.61, 1.41]]
}

--- two ---
{
  "formula": "C5H10NO3",
  "method": "the ωB97M-V functional and the def2-TZVPD basis",
  "charge": 1,
  "symbols": ["C", "C", "C", "C", "C", "N", "O", "O", "O", "H", "H", "H", "H", "H", "H", "H", "H", "H", "H"],
  "positions_angstrom": [[1.10, -2.09, 1.52], [0.64, -0.94, 1.00], [-2.08, -0.19, -0.88], [-1.35, 0.90, -0.55], [1.99, 0.61, -0.18], [1.15, 0.40, 1.01], [1.50, -3.05, 2.00], [-2.80, -0.83, 0.09], [-0.55, 1.60, -1.41], [-0.34, -1.06, 0.52], [-1.99, -0.37, -2.05], [-1.24, 1.46, 0.35], [1.26, 0.37, -1.05], [2.09, 1.69, -0.40], [2.91, -0.05, -0.13], [0.29, 0.95, 0.93], [1.68, 0.49, 1.89], [-3.52, -1.37, -0.27], [-0.72, 1.49, -2.39]]
}

Which one sits at the top of the stability order? two does.

--- one ---
{
  "formula": "C3H3NO2S2",
  "method": "the ωB97M-V functional and the def2-TZVPD basis",
  "smiles": "O=C(C=S)NOC=S",
  "charge": 0,
  "symbols": ["C", "C", "C", "H", "H", "H", "N", "O", "O", "S", "S"],
  "positions_angstrom": [[2.06, -0.81, -0.24], [-1.02, 0.83, 0.04], [-2.00, -0.32, 0.18], [2.28, -1.87, -0.36], [0.96, 1.30, 0.20], [-1.58, -1.16, 0.73], [0.28, 0.56, 0.34], [0.77, -0.70, 0.07], [-1.40, 1.94, -0.19], [3.09, 0.45, -0.36], [-3.45, -0.23, -0.43]]
}

--- two ---
{
  "formula": "C3H3NO2S2",
  "method": "the ωB97M-V functional and the def2-TZVPD basis",
  "charge": 0,
  "symbols": ["C", "C", "C", "N", "O", "O", "S", "S", "H", "H", "H"],
  "positions_angstrom": [[-1.54, -0.30, 1.28], [-1.89, 0.73, 0.47], [0.31, -0.38, -0.07], [-0.43, -0.96, 1.02], [1.66, -1.12, -2.15], [2.64, 0.46, -0.44], [-0.58, 0.97, -0.66], [1.89, -1.06, -0.76], [-2.10, -0.62, 2.01], [-2.81, 1.23, 0.50], [2.84, 1.04, -1.20]]
}

Which one sits at the top of the stability order? two does.

--- one ---
{
  "formula": "C3H3NO2S2",
  "method": "the ωB97M-V functional and the def2-TZVPD basis",
  "smiles": "O=CNC(=S)C(=O)S",
  "charge": 0,
  "symbols": ["C", "C", "C", "H", "H", "H", "N", "O", "O", "S", "S"],
  "positions_angstrom": [[1.06, -0.76, -0.02], [-0.13, 0.20, 0.00], [-2.55, 0.02, 0.01], [2.33, 1.15, 0.25], [-1.16, -1.49, 0.03], [-2.62, 1.13, -0.17], [-1.30, -0.51, -0.10], [0.85, -1.96, -0.14], [-3.56, -0.67, 0.16], [2.66, -0.13, 0.09], [-0.04, 1.81, -0.06]]
}

--- two ---
{
  "formula": "C3H3NO2S2",
  "method": "the ωB97M-V functional and the def2-TZVPD basis",
  "charge": 0,
  "symbols": ["C", "C", "C", "H", "H", "H", "N", "O", "O", "S", "S"],
  "positions_angstrom": [[0.72, 0.79, -0.21], [-0.63, 0.92, -0.29], [0.92, -0.71, -0.24], [2.48, 0.49, 0.62], [-1.54, 1.67, -0.26], [-2.22, -0.47, 1.52], [-1.18, -0.39, -0.74], [1.84, 1.43, 0.03], [-0.19, -1.42, -0.73], [-2.57, -0.80, 0.21], [2.37, -1.52, 0.08]]
}

Which one sits at the top of the stability order? one does.

--- one ---
{
  "formula": "C3H3NO3",
  "method": "the ωB97M-V functional and the def2-TZVPD basis",
  "smiles": "[H]/N=C(\\C=O)OC=O",
  "charge": 0,
  "symbols": ["N", "C", "O", "C", "O", "C", "O", "H", "H", "H"],
  "positions_angstrom": [[1.04, 0.16, -0.90], [0.21, 0.30, 0.05], [-0.42, -0.76, 0.61], [-0.46, -1.92, -0.15], [-0.38, -2.99, 0.35], [-0.18, 1.62, 0.67], [-1.06, 1.73, 1.48], [1.43, 1.05, -1.20], [-0.59, -1.70, -1.22], [0.40, 2.50, 0.30]]
}

--- two ---
{
  "formula": "C3H3NO3",
  "method": "the ωB97M-V functional and the def2-TZVPD basis",
  "smiles": "O=CN(C=O)C=O",
  "charge": 0,
  "symbols": ["C", "C", "C", "H", "H", "H", "N", "O", "O", "O"],
  "positions_angstrom": [[1.21, -0.23, -0.14], [-0.37, 1.39, -0.14], [-0.99, -1.03, 0.07], [2.10, 0.52, -0.03], [-1.35, 1.29, 0.15], [-0.50, -2.06, -0.21], [-0.12, 0.05, -0.14], [1.50, -1.38, -0.28], [0.58, 2.19, -0.18], [-2.07, -0.75, 0.90]]
}

Which one sits at the top of the stability order? one does.

--- one ---
{
  "formula": "C3H3NO3",
  "method": "the ωB97M-V functional and the def2-TZVPD basis",
  "smiles": "CC#CO[N+](=O)[O-]",
  "charge": 0,
  "symbols": ["C", "C", "C", "N", "O", "O", "O", "H", "H", "H"],
  "positions_angstrom": [[-0.71, 0.13, 0.00], [0.25, 0.71, -0.41], [-2.11, -0.05, 0.13], [2.46, -0.23, -0.04], [3.57, -0.15, 0.29], [1.80, -1.20, -0.18], [1.78, 0.99, -0.36], [-2.28, 0.93, 0.47], [-2.56, -0.31, -0.82], [-2.21, -0.81, 0.91]]
}

--- two ---
{
  "formula": "C3H3NO3",
  "method": "the ωB97M-V functional and the def2-TZVPD basis",
  "smiles": "[H]/N=C(/C=O)OC=O",
  "charge": 0,
  "symbols": ["N", "C", "O", "C", "O", "C", "O", "H", "H", "H"],
  "positions_angstrom": [[-0.91, 1.50, -0.91], [-0.50, 0.43, -0.40], [0.67, -0.21, -0.80], [1.59, -0.48, 0.16], [1.59, 0.01, 1.26], [-1.32, -0.40, 0.59], [-0.96, -1.50, 0.92], [-0.24, 1.87, -1.59], [2.35, -1.16, -0.24], [-2.27, -0.05, 1.01]]
}

--- three ---
{
  "formula": "C3H3NO3",
  "method": "the ωB97M-V functional and the def2-TZVPD basis",
  "smiles": "[H]/N=C(/C=O)OC=O",
  "charge": 0,
  "symbols": ["N", "C", "O", "C", "O", "C", "O", "H", "H", "H"],
  "positions_angstrom": [[1.39, 0.08, -0.07], [0.24, -0.14, 0.32], [-0.95, -0.26, -0.34], [-1.08, 0.25, -1.61], [-1.75, -0.29, -2.43], [0.16, -0.34, 1.82], [-0.84, -0.39, 2.48], [2.17, 0.24, -0.63], [-0.55, 1.22, -1.74], [1.20, -0.38, 2.21]]
}

Which one sits at the top of the stability order? two does.

--- one ---
{
  "formula": "C3H3NO3",
  "method": "the ωB97M-V functional and the def2-TZVPD basis",
  "smiles": "O=C[C@@H]1C(=O)N1O",
  "charge": 0,
  "symbols": ["C", "C", "C", "N", "O", "O", "O", "H", "H", "H"],
  "positions_angstrom": [[-0.16, -0.43, -0.59], [-1.28, -0.73, 0.41], [1.24, -0.46, -0.08], [0.76, 0.68, -0.44], [2.14, -1.13, 0.30], [-1.30, 0.07, 1.33], [0.62, 2.02, -0.19], [-0.41, -0.66, -1.69], [-1.82, -1.71, 0.21], [0.20, 2.34, 0.74]]
}

--- two ---
{
  "formula": "C3H3NO3",
  "method": "the ωB97M-V functional and the def2-TZVPD basis",
  "smiles": "[H]/N=C(/C=O)OC=O",
  "charge": 0,
  "symbols": ["N", "C", "O", "C", "O", "C", "O", "H", "H", "H"],
  "positions_angstrom": [[1.48, -0.35, -1.41], [0.58, 0.07, -0.64], [-0.69, -0.50, -0.58], [-1.09, -0.98, 0.63], [-0.35, -1.16, 1.56], [0.63, 1.37, 0.23], [-0.46, 1.65, 0.74], [1.17, -1.20, -1.90], [-2.16, -1.22, 0.60], [0.89, 2.32, 0.77]]
}

Which one sits at the top of the stability order? two does.